(1)
128
Properties=species:S:1:pos:R:3:lowdin_charge:R:1 method="wB97M-V/def2-TZVPD" relative_energy_ev=0.000 charge=+1 homo_ev=-10.08 total_energy_ha=-3172.33571 orbital_gap_ev=7.93
C 5.0659 -0.1409 1.9762 -0.0461
C 3.7572 -0.9120 2.1402 -0.2635
O 3.4241 -1.1172 3.5276 -0.1641
P 1.9513 -0.7639 3.9691 0.4879
O 1.3664 0.4455 3.3536 -0.2627
C 0.8423 -2.1420 3.5903 -0.1872
C 0.7309 -2.4016 2.0836 -0.1955
C -0.7129 -2.4015 1.5668 -0.1020
C -1.4208 -1.1357 1.8985 -0.1611
N -1.2062 0.1085 1.2904 0.2236
C -2.0455 0.9842 1.8331 -0.2276
C -2.1514 2.4138 1.4180 -0.0834
C -0.7449 3.0091 1.2331 -0.1395
C -0.6613 4.1598 0.2202 -0.3418
C -2.0011 4.8260 -0.1274 -0.0692
C 0.0512 3.7273 -1.0890 -0.1295
C -0.1408 2.2298 -1.4461 -0.1710
C 1.1367 1.4672 -1.0793 -0.0965
C 2.2762 1.6392 -1.7844 -0.3219
C 2.3286 1.6053 -3.3007 -0.0412
C 3.5672 1.9129 -1.0577 -0.0393
N -2.7813 0.3862 2.7600 0.2242
C -2.4116 -0.9690 2.8222 -0.1587
C -3.0966 -1.9152 3.7458 -0.0983
C -2.7916 -1.6581 5.2471 -0.2508
N -2.1963 -2.8527 5.8588 0.0206
O 2.1147 -0.5640 5.5411 -0.1672
C 0.8977 -0.3805 6.2712 -0.2711
C 0.4396 1.0764 6.3721 -0.0529
H 5.8791 -0.8268 1.7630 0.0661
H 4.9610 0.5199 1.1177 0.0521
H 5.2818 0.4963 2.8300 0.0870
H 2.9808 -0.4036 1.5749 0.0793
H 3.8958 -1.8866 1.6736 0.1224
H 1.0539 -3.0524 4.1495 0.1108
H -0.1389 -1.8247 3.9432 0.0590
H 1.3054 -1.7101 1.4728 0.0855
H 1.1438 -3.3892 1.8830 0.1222
H -0.6943 -2.5818 0.4911 0.1189
H -1.2760 -3.2283 1.9898 0.1247
H -0.5407 0.2922 0.5549 0.1239
H -2.6934 2.9263 2.2085 0.1282
H -2.7327 2.4042 0.4961 0.1229
H -0.4417 3.3930 2.2065 0.1282
H -0.0513 2.2058 1.0104 0.0775
H -0.0575 4.9434 0.6752 0.1297
H -2.6386 4.9937 0.7386 0.0783
H -1.7780 5.7705 -0.6164 0.0860
H -2.5412 4.2337 -0.8691 0.0815
H 1.0958 4.0198 -1.0357 0.1119
H -0.3739 4.3051 -1.9109 0.1117
H -0.2926 2.1261 -2.5191 0.0766
H -1.0029 1.7878 -0.9402 0.0811
H 1.1259 0.8025 -0.2139 0.0793
H 2.0426 2.5717 -3.7250 0.0936
H 3.3504 1.3862 -3.5963 0.0727
H 1.6412 0.8513 -3.6601 0.0484
H 3.8057 1.1213 -0.3405 0.0538
H 4.4086 2.0072 -1.7417 0.0787
H 3.5053 2.8477 -0.5045 0.0849
H -3.4861 0.8384 3.3167 0.1854
H -4.1694 -1.8163 3.5657 0.1232
H -2.8487 -2.9340 3.4746 0.1129
H -2.0948 -0.8197 5.3115 0.0900
H -3.7119 -1.3678 5.7510 0.1081
H -1.2868 -2.6508 6.2465 0.0359
H -2.7921 -3.2378 6.5766 0.0726
H 0.0660 -0.9861 5.9097 0.0625
H 1.1012 -0.7206 7.2838 0.1090
H 0.7471 1.6799 5.5256 0.0666
H -0.6402 1.0792 6.5133 0.0678
H 0.8768 1.5205 7.2642 0.0796
C 9.2937 -0.2276 1.3671 -0.6825
O 8.3944 -0.5079 0.5929 0.0158
N 10.6092 -0.2495 0.9993 0.1498
N 9.0590 0.1313 2.6669 0.1517
H 11.3636 -0.0232 1.6184 0.0935
H 10.8157 -0.5088 0.0533 0.1034
H 8.1043 0.1573 2.9701 0.0882
H 9.7834 0.3648 3.3183 0.0939
C -0.9713 0.2544 -5.2789 -0.6784
O -0.8119 0.9074 -4.2457 -0.0216
N -0.2486 -0.8773 -5.5341 0.1667
N -1.8654 0.6051 -6.2317 0.1970
H -0.3499 -1.4243 -6.3711 0.1046
H 0.4245 -1.1587 -4.8464 0.0988
H -2.4086 1.4362 -6.0753 0.1135
H -2.0115 0.0838 -7.0853 0.0894
C -3.8487 -2.0733 -8.8546 -0.6787
O -2.9615 -1.2450 -8.9835 0.0147
N -3.6199 -3.3190 -8.3325 0.1467
N -5.1367 -1.8255 -9.2249 0.1571
H -4.3326 -4.0145 -8.2231 0.0920
H -2.6805 -3.5362 -8.0602 0.0956
H -5.3361 -0.9222 -9.6125 0.1085
H -5.8802 -2.4904 -9.1315 0.0955
C 2.5685 -0.4139 -8.4141 -0.6891
O 1.5741 -0.4953 -9.1099 0.0278
N 3.7744 -0.9430 -8.7854 0.1485
N 2.5548 0.2139 -7.1962 0.1455
H 4.6034 -0.8853 -8.2264 0.0905
H 3.8152 -1.4087 -9.6724 0.1039
H 1.6817 0.6101 -6.9020 0.0831
H 3.3549 0.2928 -6.5985 0.0870
C -1.5856 -0.9833 10.1171 -0.6811
O -1.4039 -0.5282 11.2246 0.0498
N -0.6525 -1.7564 9.4720 0.1500
N -2.7413 -0.7652 9.4079 0.1480
H -0.7892 -2.1397 8.5574 0.0629
H 0.2060 -1.9404 9.9574 0.1067
H -3.4481 -0.2055 9.8472 0.1039
H -2.9085 -1.1351 8.4924 0.0669
C -3.0329 -2.0338 -1.9969 -0.6965
O -3.7683 -2.3072 -1.0611 0.0145
N -1.9585 -1.1937 -1.8346 0.1680
N -3.2112 -2.5214 -3.2515 0.1740
H -1.3227 -0.9311 -2.5691 0.0780
H -1.8205 -0.8298 -0.9139 0.0553
H -3.9921 -3.1337 -3.3984 0.1107
H -2.6154 -2.2954 -4.0258 0.0872
C -5.3229 1.3522 -3.6599 -0.6810
O -5.5371 1.6253 -4.8267 0.0267
N -4.1063 0.9015 -3.2276 0.1667
N -6.2809 1.4714 -2.6883 0.1480
H -3.9003 0.6704 -2.2753 0.0719
H -3.3811 0.8043 -3.9159 0.0638
H -7.1845 1.7984 -2.9745 0.1027
H -6.1260 1.2449 -1.7252 0.0861

***

(2)
120
Properties=species:S:1:pos:R:3:lowdin_charge:R:1 method="wB97M-V/def2-TZVPD" homo_ev=-8.88 smiles="COCCCCC[C@@]1(CCCCS(=O)(=O)O)OS(=O)(=O)O[C@]1(C)[PH2]=O.COC[C@@H](C)N.COC[C@@H](C)N.COC[C@@H](C)N.COC[C@@H](C)N" total_energy_ha=-3482.29061 orbital_gap_ev=8.93
C -1.5676 0.7468 0.7136 -0.0930
O -0.6292 -0.2766 0.9686 -0.1986
C 0.7275 0.1000 0.9129 -0.2408
C 1.5320 -1.1714 1.1324 -0.1751
C 2.9805 -0.9381 1.5513 -0.1763
C 3.7865 -0.4592 0.3273 -0.1762
C 4.8740 0.5301 0.7243 -0.1133
C 5.8167 0.9338 -0.4071 -0.3911
C 6.7323 -0.1883 -0.8954 -0.1048
C 7.9674 -0.6068 -0.0773 -0.1586
C 7.7151 -1.4313 1.2044 -0.1860
C 7.8678 -0.7164 2.5493 -0.2377
S 9.5261 -0.4144 3.0970 0.5846
O 10.2375 -1.6591 3.0862 -0.2736
O 9.4513 0.4145 4.2543 -0.2565
O 10.1714 0.4948 1.9504 -0.1628
O 4.9636 1.2231 -1.5873 -0.1791
S 4.2971 2.6554 -1.4492 0.5879
O 2.9904 2.5784 -0.8936 -0.2101
O 4.5388 3.3473 -2.6643 -0.2052
O 5.2613 3.1788 -0.2878 -0.1794
C 6.4370 2.3321 -0.2138 -0.5127
C 7.1452 2.6463 1.0877 -0.0230
P 7.5706 2.9399 -1.6095 0.7836
O 7.4460 4.3868 -1.8710 -0.3790
H -2.1342 0.4870 -0.1848 0.0632
H -2.2788 0.8233 1.5401 0.0907
H -1.0873 1.7196 0.5670 0.0923
H 0.9718 0.8710 1.6585 0.1322
H 0.9382 0.5144 -0.0836 0.1177
H 0.9977 -1.8000 1.8489 0.1208
H 1.5505 -1.7320 0.1909 0.0964
H 3.3906 -1.8707 1.9446 0.1125
H 3.0143 -0.1715 2.3348 0.1133
H 4.1974 -1.3517 -0.1529 0.1076
H 3.0884 -0.0137 -0.3814 0.0969
H 4.3902 1.4181 1.1417 0.1318
H 5.4568 0.0967 1.5390 0.1095
H 7.0938 0.1215 -1.8802 0.1069
H 6.1117 -1.0720 -1.0626 0.1086
H 8.5391 -1.2434 -0.7580 0.1209
H 8.6082 0.2523 0.1196 0.0785
H 8.4013 -2.2815 1.2291 0.1136
H 6.7079 -1.8530 1.1584 0.1142
H 7.4928 -1.3533 3.3566 0.1197
H 7.3323 0.2282 2.6096 0.0807
H 10.6233 -0.0920 1.3240 0.0998
H 6.5628 2.3357 1.9563 0.0957
H 7.2619 3.7310 1.1546 0.1077
H 8.1427 2.2127 1.1211 0.0660
H 8.8368 2.5676 -1.1149 0.0280
H 7.3350 2.0844 -2.6977 0.0308
C 3.7637 -2.1700 -3.1774 -0.0964
O 2.7189 -2.2026 -2.2281 -0.2038
C 1.4324 -1.8640 -2.7281 -0.1821
C 0.6772 -2.9911 -3.4393 -0.4248
C 1.1982 -3.3051 -4.8385 -0.0499
N 0.6326 -4.2275 -2.6566 0.0503
H 3.6012 -1.3844 -3.9218 0.0961
H 3.8865 -3.1274 -3.6905 0.0791
H 4.6879 -1.9502 -2.6400 0.0671
H 0.8492 -1.5782 -1.8483 0.1104
H 1.5103 -0.9770 -3.3712 0.1268
H -0.3546 -2.6381 -3.5382 0.1093
H 2.1110 -3.9012 -4.8010 0.0677
H 0.4576 -3.8850 -5.3881 0.0660
H 1.4050 -2.3929 -5.4016 0.0813
H 0.1561 -4.0565 -1.7762 0.0766
H 1.5832 -4.4796 -2.4005 0.0816
C -4.4867 1.3090 -1.7206 -0.1078
O -4.9678 1.1528 -0.3997 -0.1940
C -5.5489 2.3104 0.1708 -0.2016
C -6.9981 2.5848 -0.2481 -0.4359
C -7.1423 3.1456 -1.6600 -0.0687
N -7.8611 1.4115 -0.1064 0.0483
H -4.0820 2.3111 -1.8918 0.0954
H -5.2760 1.1035 -2.4480 0.0780
H -3.6909 0.5784 -1.8700 0.0626
H -5.5378 2.1305 1.2482 0.1041
H -4.9130 3.1850 -0.0261 0.1233
H -7.3699 3.3462 0.4464 0.1214
H -7.0429 2.3617 -2.4110 0.0645
H -8.1308 3.5863 -1.7843 0.0755
H -6.3959 3.9158 -1.8645 0.0776
H -7.8770 1.1200 0.8692 0.0508
H -7.4254 0.6417 -0.6067 0.0690
C -8.7686 3.0750 6.7941 -0.1075
O -9.6643 3.0978 5.7010 -0.1862
C -9.2074 3.7752 4.5485 -0.2088
C -8.2871 2.9520 3.6403 -0.4320
C -6.8699 2.7853 4.1797 -0.0581
N -8.8382 1.6307 3.3281 0.0450
H -8.1982 4.0074 6.8578 0.0900
H -8.0700 2.2364 6.7392 0.0750
H -9.3652 2.9661 7.6989 0.0874
H -10.1099 4.0218 3.9839 0.1234
H -8.7260 4.7212 4.8324 0.1210
H -8.2208 3.5065 2.6979 0.1223
H -6.8287 2.0296 4.9643 0.0688
H -6.2026 2.4567 3.3837 0.0541
H -6.4833 3.7229 4.5833 0.0815
H -9.7271 1.7395 2.8487 0.0787
H -9.0695 1.1711 4.2044 0.0732
C -1.8728 -4.7343 -3.6739 -0.0942
O -1.7277 -3.4646 -3.0675 -0.2876
C -2.9241 -2.7353 -2.8559 -0.1780
C -3.7023 -3.1358 -1.5934 -0.4248
C -4.4762 -4.4434 -1.7301 -0.0664
N -2.8372 -3.2190 -0.4170 0.0596
H -2.6816 -4.7303 -4.4118 0.0968
H -2.0666 -5.5214 -2.9414 0.0857
H -0.9344 -4.9611 -4.1795 0.0660
H -2.6013 -1.6966 -2.7423 0.1162
H -3.5623 -2.7824 -3.7490 0.1246
H -4.4326 -2.3398 -1.4132 0.1327
H -3.8171 -5.3077 -1.6461 0.0653
H -5.2134 -4.5212 -0.9319 0.0766
H -5.0003 -4.5003 -2.6862 0.0782
H -2.4113 -2.3165 -0.2235 0.0618
H -2.0566 -3.8239 -0.6580 0.0632